1.
{"formula": "C2H10BBeCaCl2CsMgNO16P", "method": "wB97M-V/def2-TZVPD", "elements": ["Cs", "Ca", "Cl", "Cl", "P", "Mg", "O", "O", "O", "O", "O", "O", "O", "O", "O", "O", "O", "O", "O", "O", "O", "O", "N", "C", "C", "B", "Be", "H", "H", "H", "H", "H", "H", "H", "H", "H", "H"], "positions_angstrom": [[-1.61, 0.95, 0.75], [2.40, -1.82, 4.70], [-4.06, -2.63, -2.44], [2.93, 0.29, -2.53], [7.19, -2.37, 3.60], [-8.27, -1.67, -3.35], [6.46, -3.27, 2.60], [-0.43, 5.32, 1.41], [-6.32, -1.99, -3.35], [-11.47, -3.25, -3.62], [-1.37, 3.17, 0.90], [0.95, 3.43, 1.90], [-5.16, -0.36, -4.20], [8.20, -3.18, 4.41], [1.85, 1.14, -2.05], [-5.08, -0.64, -2.09], [6.17, -1.73, 4.53], [3.14, 0.54, -3.93], [4.13, 0.59, -1.79], [2.56, -1.09, -2.32], [3.02, -0.52, 1.61], [7.97, -1.34, 2.81], [-5.49, -0.97, -3.23], [1.88, 3.53, 0.82], [3.94, -0.27, 2.65], [-0.26, 3.95, 1.43], [-6.50, -4.45, -2.76], [-12.26, -3.02, -4.12], [1.35, 3.41, -0.14], [3.92, 0.78, 2.93], [-0.60, 5.54, 0.49], [3.68, -0.89, 3.52], [4.94, -0.54, 2.33], [2.37, 4.50, 0.81], [-11.11, -4.02, -4.09], [-1.20, 3.14, -0.07], [2.14, -0.27, 1.92]], "lowdin_charge": [1.293, 1.295, 0.070, 0.613, -0.152, 0.999, -0.176, 0.196, -0.590, -0.099, -0.413, -0.016, 0.073, -0.142, -0.443, -0.222, -0.339, -0.368, -0.375, -0.384, -0.099, -0.101, -0.744, 0.098, -0.171, -0.807, 0.481, 0.042, 0.054, 0.106, 0.120, -0.111, 0.100, 0.075, 0.036, 0.055, 0.045], "total_charge": 0, "energy_ev": -96301.9807, "orbital_gap_ev": 2.3, "e_homo_ev": -6.6}



2.
{"formula": "C2H10F6LiNO9S2", "method": "wB97M-V/def2-TZVPD", "elements": ["S", "S", "F", "F", "F", "F", "F", "F", "O", "O", "O", "O", "O", "O", "O", "O", "O", "N", "C", "C", "Li", "H", "H", "H", "H", "H", "H", "H", "H", "H", "H"], "positions_angstrom": [[2.56, -3.50, 0.66], [1.08, -1.29, 0.57], [-1.08, -2.01, -0.77], [1.98, -5.10, 2.76], [-0.30, -0.04, -1.26], [1.35, -5.80, 0.82], [0.70, -1.80, -2.00], [3.47, -5.83, 1.36], [-2.50, 3.78, 0.47], [3.63, -2.91, 1.43], [0.34, -0.54, 1.55], [2.83, -3.70, -0.73], [-1.81, 0.98, 0.88], [-0.52, 4.17, -1.73], [2.29, -0.63, 0.17], [-2.44, 1.82, -1.97], [0.66, 2.35, 0.42], [1.12, -2.85, 0.97], [2.33, -5.17, 1.48], [0.04, -1.30, -0.97], [-1.24, 2.57, -0.44], [-2.77, 0.93, 0.83], [-3.23, 4.09, -0.08], [-1.19, 4.86, -1.67], [-1.52, 0.09, 1.15], [-2.77, 3.97, 1.37], [-2.77, 2.50, -2.56], [1.57, 2.11, 0.20], [-2.80, 0.99, -2.31], [0.30, 4.64, -1.93], [0.69, 2.61, 1.34]], "lowdin_charge": [0.585, 0.586, 0.125, 0.150, 0.096, 0.115, 0.164, 0.145, -0.077, -0.301, -0.312, -0.286, -0.112, -0.073, -0.289, -0.078, -0.083, -0.291, -0.688, -0.676, 0.702, 0.051, 0.065, 0.046, 0.031, 0.080, 0.057, 0.064, 0.071, 0.068, 0.064], "total_charge": 0, "energy_ev": -60335.4260, "relative_energy_kj_mol": 30.4, "orbital_gap_ev": 7.4, "e_homo_ev": -8.7}



3.
{"formula": "C2H10Li3N4O4", "method": "wB97M-V/def2-TZVPD", "elements": ["O", "O", "O", "O", "N", "N", "N", "N", "C", "C", "Li", "Li", "Li", "H", "H", "H", "H", "H", "H", "H", "H", "H", "H"], "positions_angstrom": [[0.68, -2.17, -0.46], [-2.64, 2.01, -0.61], [1.72, 0.75, 2.86], [1.15, -0.10, 0.94], [-0.91, 0.74, -0.25], [-2.51, 0.54, 1.04], [0.39, -1.46, -2.63], [0.86, -0.08, -1.11], [0.69, -1.33, -1.38], [-2.06, 1.21, 0.05], [2.48, 0.14, 1.69], [0.58, 0.97, 1.74], [0.58, -1.48, 1.10], [-2.05, -0.33, 1.28], [-3.38, 0.67, 1.54], [1.08, 0.02, -0.13], [0.38, -0.53, -3.03], [1.47, 1.67, 2.63], [-0.54, 0.00, 0.33], [-0.45, 1.09, -1.08], [0.64, 0.57, -1.85], [0.07, -2.34, -3.01], [1.77, -0.55, 0.34]], "lowdin_charge": [-0.031, 0.126, -0.475, -0.450, 0.123, 0.193, 0.238, 0.045, -0.679, -0.796, 0.658, 0.624, 0.692, 0.113, 0.146, -0.203, 0.134, -0.042, 0.071, 0.125, 0.141, 0.151, 0.096], "total_charge": 1, "energy_ev": -16990.3361, "orbital_gap_ev": 9.0, "e_homo_ev": -13.3}